Record 1
Molecular formula: C3H2ClN
Method: DFT, ωB97M-V/def2-TZVPD

The geometry in ORCA input format:
```
! RIJCOSX wB97M-V def2-TZVPD def2/J DEFGRID3
* xyz 0 1
N -2.44 0.28 -1.01
C -1.84 -0.59 -1.52
Cl -0.75 -1.79 -1.82
C 0.68 0.58 0.89
C 1.84 0.62 1.08
H -0.42 0.44 1.15
H 2.93 0.46 1.23
*
```

Computed properties:
calculated total energy	-630.33181	a.u.
structure (SMILES)	N#CCl.C#C
orbital gap	11.14	eV
relative energy (zero: lowest compared OMol25 entry of this formula, charge and spin)	60.9	kcal/mol

***

Record 2
Molecular formula: C4H10O3S
Method: DFT, ωB97M-V/def2-TZVPD

The geometry in ORCA input format:
```
! RIJCOSX wB97M-V def2-TZVPD def2/J DEFGRID3
* xyz 0 3
C -0.61 -1.70 2.48
C 1.83 0.32 -2.24
C -2.26 -1.03 1.06
C 0.46 1.60 -0.80
O -2.74 -0.45 -0.04
O -1.14 -1.51 1.31
O 0.72 0.42 -1.41
S 1.71 1.89 0.57
H 0.65 2.48 -1.43
H 0.35 -2.34 2.55
H -1.35 -1.59 3.20
H 1.94 1.25 -2.89
H 1.68 -0.66 -2.82
H 2.86 0.30 -1.78
H -2.83 -0.79 1.90
H -0.54 1.49 -0.48
H -2.01 -0.67 -0.69
H 1.24 0.98 1.52
*
```

Computed properties:
calculated total energy	-782.06698	a.u.
orbital gap (spin up / spin down)	6.29 / 9.45	eV
relative energy (zero: lowest compared OMol25 entry of this formula, charge and spin)	13.3	kcal/mol

***

Record 3
Molecular formula: C14H8ClN3O9PdS2
Method: DFT, ωB97M-V/def2-TZVPD

The geometry in ORCA input format:
```
! RIJCOSX wB97M-V def2-TZVPD def2/J DEFGRID3
* xyz -2 1
Pd 0.63 0.70 -0.46
S 2.93 0.80 -0.74
C 3.30 2.51 -0.65
C 4.63 2.93 -0.78
C 4.96 4.28 -0.71
C 3.96 5.22 -0.51
C 2.64 4.82 -0.38
C 2.29 3.46 -0.45
S 0.62 3.00 -0.29
H 5.39 2.18 -0.93
H 5.99 4.59 -0.82
H 4.21 6.28 -0.46
H 1.85 5.54 -0.22
Cl -4.25 0.95 -3.06
C -3.52 1.21 -1.47
C -2.01 0.89 -1.42
O -1.35 0.88 -2.45
O -1.60 0.69 -0.22
H -4.05 0.60 -0.74
H -3.65 2.27 -1.22
O -3.51 -5.61 1.82
N -3.20 -4.52 2.29
O -3.69 -4.10 3.33
C -2.24 -3.72 1.61
C -1.67 -4.17 0.42
C -0.74 -3.40 -0.24
C -0.27 -2.12 0.27
O 0.57 -1.44 -0.34
C -0.86 -1.75 1.55
C -1.84 -2.50 2.15
N -0.45 -0.58 2.26
O -1.14 -0.19 3.21
O 0.59 -0.02 1.96
N -0.23 -3.96 -1.47
O 0.54 -3.34 -2.16
O -0.61 -5.10 -1.78
H -1.96 -5.12 0.01
H -2.27 -2.15 3.08
*
```

Computed properties:
calculated total energy	-2764.07981	a.u.
orbital gap	5.44	eV
relative energy (zero: lowest compared OMol25 entry of this formula, charge and spin)	8.0	kcal/mol

***

Record 4
Molecular formula: C17H32I2N4O5
Method: DFT, ωB97M-V/def2-TZVPD

The geometry in ORCA input format:
```
! RIJCOSX wB97M-V def2-TZVPD def2/J DEFGRID3
* xyz 0 1
C -0.33 -2.18 0.09
C -0.48 -1.54 -1.45
N -0.65 -0.01 -1.40
C -0.95 0.52 -2.78
O -1.89 -0.19 -3.66
C -1.89 0.62 -4.90
O -2.08 0.29 -6.18
O -1.62 2.01 -4.47
C -1.25 2.11 -3.02
C -2.60 2.80 -2.40
C -3.22 2.06 -1.08
C -4.05 0.68 -1.39
N -5.36 0.59 -0.61
C 0.14 3.00 -3.13
I 0.93 3.50 -5.16
C 0.95 3.47 -1.97
C 2.33 4.30 -2.26
I 0.36 3.09 0.10
H -1.45 -2.35 0.45
H 0.20 -3.25 0.06
H 0.18 -1.42 0.83
H -1.44 -2.08 -1.91
H 0.45 -1.78 -2.13
H 0.35 0.31 -1.20
H 0.11 0.39 -3.32
H -3.42 2.94 -3.22
H -2.29 3.90 -2.06
H -2.45 1.86 -0.22
H -4.02 2.82 -0.62
H -4.19 0.51 -2.56
H -3.37 -0.21 -0.98
H -5.39 1.29 0.18
H -5.33 -0.34 -0.11
H 3.05 3.66 -2.96
H 2.82 4.51 -1.20
H 2.07 5.27 -2.86
C 5.12 -0.81 0.64
N 3.79 -1.37 0.61
C 3.33 -2.47 1.28
C 4.29 -3.20 2.17
O 2.16 -2.83 1.15
H 5.04 0.23 0.99
H 5.51 -0.81 -0.38
H 5.79 -1.36 1.29
H 3.09 -0.93 0.03
H 3.78 -4.05 2.64
H 5.13 -3.59 1.58
H 4.65 -2.54 2.96
C -1.93 -1.28 5.09
N -0.68 -0.57 5.02
C 0.49 -0.98 4.45
C 0.52 -2.34 3.80
O 1.48 -0.25 4.47
H -2.69 -0.68 4.60
H -2.19 -1.40 6.15
H -1.88 -2.26 4.62
H -0.62 0.35 5.43
H 1.51 -2.53 3.39
H 0.30 -3.11 4.55
H -0.21 -2.38 2.99
*
```

Computed properties:
calculated total energy	-1857.31734	a.u.
structure (SMILES)	CCN[C@H]1OC(=O)O[C@]1(CCCN)/C(I)=C(/C)I.CNC(C)=O.CNC(C)=O
orbital gap	8.36	eV